A cluster of 16 separate species, H32O16 in total, computed with ωB97M-V with the def2-TZVPD basis set.

```
48
Properties=species:S:1:pos:R:3:forces:R:3
O -4.8452 1.7579 0.9118 -1.828 -1.552 0.555
O -1.1912 -5.4740 2.4650 -0.444 0.686 -0.587
O -0.2823 0.0049 0.0509 0.402 -0.348 -0.207
O -0.1005 -3.4443 -1.7914 -0.052 -0.888 0.953
O 3.9174 1.8735 -4.1625 -0.896 -0.520 1.692
O 0.8465 -2.0407 4.4591 -1.488 0.925 -0.201
O 1.0014 3.4065 0.2358 0.760 0.143 -0.829
O 5.1769 -2.0041 0.4837 -0.052 -0.111 0.082
O 3.0058 -0.3854 0.6197 -0.192 0.320 0.921
O 3.6848 -0.1749 -2.3298 -0.031 1.035 -0.555
O 1.0794 -0.1815 -3.8681 1.152 -0.418 0.161
O -0.6537 2.1549 -3.1697 0.681 -0.428 -0.295
O -1.9764 -0.6679 2.7371 0.094 -0.926 0.169
O -4.1119 1.8549 -2.1209 2.026 0.833 0.662
O -1.5050 1.6573 1.7479 1.292 1.461 -1.466
O -3.6274 1.4182 3.6384 0.310 0.358 0.077
H 0.8157 -1.4554 5.2217 -0.004 -0.025 0.032
H 0.4675 0.4625 -4.2076 -0.778 0.766 0.107
H 3.4004 -1.0128 1.2452 0.572 -0.603 -0.696
H -1.8362 2.0266 2.5645 -0.642 -0.633 0.151
H -4.8082 2.4731 -1.9100 -0.708 -0.539 -0.741
H 2.7658 0.0891 -2.5803 -0.523 -0.501 -0.251
H -2.0545 -1.3630 3.3966 -0.007 -0.179 0.107
H 1.6808 -2.4554 4.4971 1.458 -0.869 0.134
H -1.3401 -1.0315 2.1044 0.085 0.108 0.054
H -4.9095 2.0695 0.0160 1.169 0.554 0.283
H -1.7847 0.7719 1.5123 -0.670 0.286 1.203
H -0.5964 -3.4549 -2.6070 0.255 0.547 -0.306
H -0.6168 3.1125 -3.1457 -0.341 0.098 0.085
H 0.0547 3.2699 0.2279 -0.261 -0.254 0.595
H 5.5011 -1.1577 0.1634 0.136 -0.030 0.032
H -4.2883 1.0380 -2.5653 -1.261 -0.198 -0.195
H -3.0649 0.6364 3.5484 -0.290 -0.036 -0.140
H 4.4475 -2.2341 -0.1010 0.145 -0.172 -0.111
H 1.1401 -0.8574 -4.5535 0.048 -0.054 0.066
H 3.6846 2.3291 -3.3250 0.927 0.510 -0.047
H 0.5513 0.4105 0.3086 0.147 -0.254 0.053
H -0.9691 -5.1032 1.5993 0.498 -0.347 0.023
H 1.3951 3.0448 1.0303 -0.531 0.013 0.305
H -2.0597 -5.0598 2.5583 -0.054 -0.334 0.519
H 2.9938 1.6567 -4.3804 -0.226 -0.551 -1.031
H -4.5336 1.1140 3.6789 -0.233 -0.161 0.032
H 2.6362 0.1720 1.3163 -0.431 0.668 -0.439
H -4.1990 2.0042 1.5656 0.799 0.794 -0.525
H -1.5051 1.8692 -2.8333 -0.340 0.277 0.145
H 3.8808 0.3373 -1.5131 -0.006 -0.190 0.288
H 0.5414 -2.7412 -1.7077 -0.271 0.361 -0.588
H -0.8407 0.7800 0.0349 -0.395 0.376 -0.275
```
Positions in Å, forces in eV/Å.

As for the molecular weight: 288.24 g mol⁻¹. The spin multiplicity is 2. Its charge is +1. The calculated total energy comes out at -1222.57923 Eh. As for the expectation value of S²: 0.759. The value obtained for the energy above the lowest of the compared OMol25 structures with the same formula, charge and spin is 39.3 kJ/mol. As for the HOMO energy (spin up / spin down): -0.471 / -0.471 hartree. The value obtained for the frontier orbital gap (spin up / spin down) is 9.0 / 2.4 eV.

A structure of composition C24H24F3MgN7O4PS3, computed with ωB97M-V with the def2-TZVPD basis set.

```
67
Properties=species:S:1:pos:R:3:forces:R:3
S 2.3132 0.0361 2.6378 0.152 0.334 -0.112
S 0.3193 3.1227 -0.1749 -0.232 1.423 2.219
S 0.4140 1.6936 -2.6798 -0.045 -0.446 -0.843
P -1.5996 -2.8615 1.7797 0.208 0.074 -0.064
Mg 0.3610 -0.0928 0.6546 0.187 -0.277 -0.034
F 1.2571 3.5088 2.3261 -0.031 -0.036 -0.010
F 0.6741 5.3325 1.3307 -0.037 0.032 -0.085
F -0.8350 4.0137 2.1402 -0.043 -0.030 -0.105
O -0.1023 1.8174 0.4015 0.195 0.654 -0.794
O -0.7103 3.9096 -0.8080 0.112 -0.461 -0.322
O 1.7131 3.3421 -0.4869 -0.199 -0.528 -0.276
O 2.0903 0.0828 -0.2748 0.485 -0.066 -0.206
N -0.9284 -0.1668 2.3571 0.063 -0.131 0.382
N 0.7893 -4.3694 1.3240 0.216 0.054 0.315
N 3.1196 0.7536 0.1892 -0.026 0.064 0.130
N -1.3136 -1.0346 -0.3519 -0.452 -0.293 -0.112
N -2.9633 -2.5085 -0.6202 0.014 0.067 -0.036
N 0.9298 -2.2453 0.7486 0.039 -0.186 0.365
N -2.1191 -1.0996 3.9459 0.248 -0.103 0.197
C 3.9267 1.3360 -0.7179 -0.070 0.057 -0.168
C -1.3281 0.8116 3.2262 0.073 -0.032 -0.083
C -1.9824 -2.0543 0.2314 -0.111 0.102 0.039
C 3.3479 0.8419 1.5426 0.054 -0.214 0.081
C 0.3224 -5.5691 1.9639 -0.126 0.019 -0.097
C 1.9531 -2.9270 0.1568 0.020 0.070 0.001
C -3.8510 -3.5960 -0.3490 0.040 0.012 0.042
C -2.0650 0.2488 4.2224 -0.142 -0.056 -0.008
C -0.2200 2.5662 -4.0460 0.195 -0.175 0.108
C 0.2384 -3.1201 1.4739 -0.214 -0.161 -0.387
C -2.8114 -2.1068 4.7157 -0.056 0.005 -0.073
C 5.0390 2.0394 -0.3481 0.109 0.050 0.119
C 4.4877 1.5808 1.9311 -0.093 0.018 -0.090
C 1.8887 -4.2444 0.5019 -0.152 -0.086 -0.077
C 0.0656 4.2778 -5.7694 -0.006 -0.065 0.058
C -1.3895 2.1704 -4.7254 -0.074 0.115 -0.130
C 0.4666 3.6745 -4.5877 -0.087 0.047 -0.068
C 5.3208 2.1697 1.0146 -0.031 -0.021 -0.027
C -1.3963 -1.3198 2.8095 -0.539 0.155 -0.331
C -2.9022 -1.7361 -1.7687 -0.018 -0.065 0.015
C 0.3500 4.0287 1.4732 0.109 -0.066 0.130
C -1.0582 3.8245 -6.4578 -0.001 0.026 -0.021
C -1.7908 2.7771 -5.9079 0.049 -0.028 0.083
C -1.8932 -0.8434 -1.5825 0.143 0.062 0.139
H 2.4935 -5.0951 0.2354 0.050 0.031 0.038
H -1.3552 4.2775 -7.3974 -0.021 0.025 0.017
H 2.6619 -2.4207 -0.4769 -0.004 0.037 0.031
H 4.6594 1.6666 2.9943 0.018 -0.002 0.001
H 3.5950 1.2127 -1.7389 -0.126 0.024 0.038
H -3.2899 -4.5261 -0.1931 -0.005 -0.003 -0.019
H 6.1823 2.7387 1.3444 -0.004 -0.004 0.017
H -1.0638 1.8436 3.0681 0.031 -0.021 0.005
H -2.1574 -2.9542 4.9125 0.012 0.004 0.026
H -4.5323 -3.7238 -1.1885 -0.004 0.014 -0.003
H 1.1121 -6.3187 1.9617 0.027 0.014 0.005
H 0.6417 5.1053 -6.1735 0.007 0.019 0.038
H 1.3381 4.0304 -4.0511 0.022 -0.013 -0.042
H -2.6822 2.4219 -6.4172 -0.017 -0.013 0.022
H -3.1303 -1.6790 5.6647 0.024 0.041 -0.006
H -2.5597 0.6702 5.0810 0.043 -0.005 0.011
H 0.0362 -5.3567 2.9937 0.040 -0.018 0.020
H -3.5759 -1.8951 -2.5937 0.006 -0.003 0.012
H -3.6848 -2.4747 4.1726 -0.013 0.008 -0.006
H 5.6513 2.5058 -1.1062 -0.022 -0.009 -0.023
H -4.4283 -3.4057 0.5630 -0.020 -0.001 -0.013
H -0.5579 -5.9729 1.4517 0.004 0.001 -0.026
H -1.5088 -0.0708 -2.2364 -0.013 -0.009 0.009
H -1.9730 1.3559 -4.3121 0.037 -0.030 -0.015
```
Positions in Å, forces in eV/Å.

As for the molecular weight: 682.98 g mol⁻¹. The spin multiplicity is 2. Its charge is -2. The calculated total energy comes out at -3648.93907 Eh. As for the expectation value of S²: 0.758. The value obtained for the energy above the lowest of the compared OMol25 structures with the same formula, charge and spin is 67.9 kJ/mol. As for the HOMO energy (spin up / spin down): 0.026 / -0.022 hartree. The value obtained for the frontier orbital gap (spin up / spin down) is 3.4 / 4.6 eV.

The ion C4H7N2 with charge +1, computed with ωB97M-V with the def2-TZVPD basis set.

```
13
Properties=species:S:1:pos:R:3:forces:R:3
N -1.1414 -0.4328 -0.3670 0.788 2.261 -1.874
N 0.9423 0.2378 -0.1071 3.875 0.584 0.935
C -2.3296 0.0922 0.2544 2.601 2.711 2.548
C 0.1461 -0.9492 0.0674 0.246 0.923 -1.763
C 2.2166 0.3026 -0.4541 -3.814 0.004 0.580
C -1.2935 0.8420 -0.5801 -2.674 -4.718 1.878
H 0.5179 -1.8307 -0.3626 0.299 -1.147 -1.833
H -0.1432 -1.3713 0.9688 0.297 0.220 2.989
H -0.9450 1.7260 -0.9744 1.098 1.545 -0.829
H 2.7627 -0.5706 -0.8246 0.251 0.304 0.327
H 2.5934 1.3493 -0.4276 0.161 -1.105 -0.271
H -3.1918 -0.1071 -0.2301 -2.845 -1.101 -1.010
H -2.2928 0.3280 1.3741 -0.282 -0.481 -1.677
```
Positions in Å, forces in eV/Å.

As for the molecular weight: 83.11 g mol⁻¹. Its SMILES is C=NC[N+]1=CC1. Its charge is +1. The calculated total energy comes out at -265.68832 Eh. The value obtained for the energy above the lowest of the compared OMol25 structures with the same formula, charge and spin is 578.0 kJ/mol. As for the HOMO energy: -0.543 hartree. The value obtained for the frontier orbital gap is 9.4 eV.

A structure of composition C39H29BiBr2IN5O4P, computed with ωB97M-V with the def2-TZVPD basis set.

```
82
Properties=species:S:1:pos:R:3:forces:R:3
Bi -0.3876 -0.1050 -0.0212 0.028 -0.178 0.369
I 0.1312 3.6933 0.0125 0.086 0.039 0.025
Br -4.9301 3.0261 4.9081 -0.019 0.000 -0.001
Br 0.6747 2.5956 4.4191 0.023 0.013 0.007
P 2.8433 -0.1649 -0.7972 -0.118 0.043 0.053
O -1.2998 -2.1323 0.6057 0.183 0.086 0.067
O 2.1622 -0.4827 2.0055 -0.127 0.033 0.059
O -0.0888 0.9764 1.9332 -0.223 -0.057 0.104
O -1.3950 -1.3811 -1.7506 -0.173 0.093 -0.253
N -1.0321 1.7750 -1.8860 -0.138 -0.092 -0.110
N 1.2604 -1.4728 1.6708 0.284 0.071 -0.112
N -1.8991 -2.8536 -0.3074 -0.221 -0.362 0.097
N -1.9805 -2.5067 -1.5175 0.150 0.167 0.126
N -2.5156 0.5062 0.9281 0.024 0.107 -0.118
C 5.2224 3.5478 0.5374 -0.013 -0.003 -0.022
C -1.1237 1.4572 2.5887 0.058 -0.079 -0.130
C -2.4397 1.2097 2.0926 0.106 -0.142 -0.160
C -2.6928 -4.2938 1.4737 -0.016 -0.066 0.059
C -4.8871 0.5624 1.0361 0.028 -0.026 -0.065
C 4.2154 0.0855 -4.6878 -0.036 -0.016 -0.026
C -4.8392 1.2930 2.1916 0.002 0.042 0.088
C 2.0926 -1.0416 -4.6923 0.028 0.028 0.041
C -3.6866 0.1902 0.4191 -0.025 0.069 -0.051
C 5.1345 -1.7822 -0.5715 0.075 -0.021 -0.002
C 3.2058 -2.5731 0.6173 -0.070 -0.055 0.063
C 4.5138 3.5607 -0.6569 -0.004 -0.009 0.043
C -3.2560 -5.4887 1.8994 0.010 0.010 -0.003
C 3.0439 -0.2608 -2.6073 0.038 -0.038 -0.028
C 5.2421 2.3986 1.3151 -0.025 -0.010 -0.038
C -1.0346 2.2062 3.7362 0.005 0.057 0.150
C -1.6208 1.3625 -3.0219 0.060 -0.020 0.056
C -3.3772 -6.2570 -0.3765 -0.005 -0.023 0.017
C 3.1929 -0.5533 -5.3801 0.022 0.025 0.018
C -1.7165 3.5807 -3.8778 -0.010 0.000 0.006
C 3.9037 -3.7241 0.9671 0.085 -0.044 0.046
C 5.2223 -3.8914 0.5747 -0.040 0.025 0.000
C 1.7968 -2.4488 1.0472 -0.118 0.008 -0.078
C 5.8410 -2.9138 -0.1911 -0.028 0.039 0.001
C -0.7878 3.0737 -1.7497 -0.004 0.013 -0.015
C -3.5979 1.6470 2.7620 -0.112 -0.006 -0.015
C 3.8139 -1.5956 -0.1777 -0.015 0.014 -0.100
C -1.1102 4.0169 -2.7129 -0.002 0.026 -0.033
C 4.1425 0.2305 -3.3115 0.060 -0.005 -0.027
C -2.1778 2.6713 4.4194 0.063 -0.011 -0.043
C -2.4875 -4.1095 0.1191 0.109 0.276 -0.036
C 3.8263 2.4289 -1.0689 -0.051 0.088 0.011
C 3.8487 1.2674 -0.2975 0.022 0.011 -0.054
C 2.0175 -0.8870 -3.3140 -0.011 -0.066 -0.021
C -2.8133 -5.0730 -0.8206 -0.027 -0.042 -0.081
C 4.5595 1.2630 0.9012 0.002 -0.014 0.042
C -3.4286 2.3975 3.9534 0.007 -0.003 0.004
C -3.5993 -6.4677 0.9793 0.010 0.027 -0.027
C -1.9767 2.2282 -4.0362 0.001 0.009 -0.018
H 5.7934 2.3825 2.2461 -0.003 -0.004 -0.003
H 1.1509 -1.2788 -2.7887 0.006 0.033 0.018
H 1.0954 -3.2484 0.8257 0.025 0.002 -0.032
H 3.2793 2.4494 -2.0054 -0.007 0.022 0.053
H 4.4959 4.4533 -1.2690 0.002 -0.007 0.001
H -3.6841 -0.3608 -0.5155 0.015 -0.022 0.018
H 5.6207 -1.0355 -1.1875 -0.016 0.003 -0.006
H 3.4127 -4.4853 1.5612 0.008 0.007 0.000
H 1.2923 -1.5392 -5.2247 0.000 0.002 0.005
H -2.0510 3.2452 5.3266 0.024 0.002 -0.005
H 1.5804 0.2242 2.3516 0.010 -0.021 0.043
H 5.7603 4.4300 0.8589 -0.003 -0.004 -0.004
H 5.0726 0.4724 -5.2233 -0.001 -0.004 -0.002
H -0.8897 5.0608 -2.5462 0.003 -0.004 -0.004
H -2.4090 -3.5223 2.1734 -0.006 0.002 0.001
H -2.6277 -4.9008 -1.8712 -0.004 -0.007 0.031
H -3.4215 -5.6510 2.9558 -0.006 -0.003 -0.007
H -1.7982 0.2975 -3.1035 0.008 0.013 0.030
H 5.7635 -4.7832 0.8611 -0.008 0.004 0.002
H -2.4462 1.8434 -4.9302 0.003 0.006 0.004
H -3.6359 -7.0227 -1.0951 -0.003 -0.002 0.005
H 4.5757 0.3724 1.5171 0.010 0.010 -0.021
H 4.9385 0.7466 -2.7876 -0.008 -0.061 -0.015
H 3.2545 -0.6642 -6.4549 0.003 -0.004 0.005
H -1.9821 4.2908 -4.6501 0.005 -0.007 0.005
H -5.8287 0.2780 0.5894 0.007 0.002 -0.001
H -4.0347 -7.3983 1.3167 -0.002 0.000 -0.002
H -5.7510 1.6035 2.6837 0.005 0.005 0.000
H 6.8695 -3.0372 -0.5037 -0.007 0.003 -0.001
```
Positions in Å, forces in eV/Å.

As for the molecular weight: 1158.36 g mol⁻¹. Its charge is +1. The calculated total energy comes out at -8079.71693 Eh. As for the HOMO energy: -0.382 hartree. The value obtained for the frontier orbital gap is 7.4 eV.

A structure of composition C6H15InNO10P2, computed with ωB97M-V with the def2-TZVPD basis set.

```
35
Properties=species:S:1:pos:R:3:forces:R:3
In 0.8927 -16.4736 22.6112 0.414 -0.655 0.326
P -1.0547 -20.8494 23.6400 -0.732 0.567 0.705
P 5.8838 -17.6741 23.6658 1.174 0.238 -1.095
O -1.9658 -19.5978 23.7064 -0.097 -0.869 -0.369
O 0.1619 -20.5163 24.5770 0.326 -0.375 0.145
O 5.0167 -18.1537 22.4475 0.043 0.101 0.166
O 2.2294 -12.7958 21.6647 0.670 0.523 -0.778
O -1.7267 -22.2127 23.9361 0.823 1.605 -0.742
O 5.1344 -16.5162 24.3432 0.076 0.757 -0.052
O 0.1584 -14.0281 25.7191 -1.642 0.362 0.661
O -0.0827 -20.7383 22.4052 -0.490 -0.475 0.131
O 5.8793 -18.8917 24.5996 0.085 -0.577 0.237
O 7.3565 -17.3661 23.1876 -1.687 0.063 0.652
N 2.2944 -12.6766 24.4691 0.159 0.268 -0.123
C -0.6051 -14.8336 26.6143 0.222 -0.583 -0.302
C 1.6505 -11.7305 20.8799 0.417 -0.712 1.516
C 1.3284 -13.6285 26.4004 -0.121 0.638 -0.495
C 3.0054 -11.6809 23.6647 -0.354 -1.001 0.420
C 3.4289 -12.3962 22.3716 -1.123 0.657 0.537
C 1.8482 -12.3203 25.8110 0.263 -0.847 -1.025
H 1.2882 -10.9593 21.5597 0.063 0.398 0.028
H 4.0664 -11.7225 21.7991 -0.057 0.053 -0.480
H 1.0659 -11.5622 25.7760 -0.167 -0.028 0.024
H 2.6792 -11.9460 26.4088 0.185 0.198 0.452
H 3.8780 -11.3812 24.2452 0.429 0.687 -0.249
H 0.7512 -12.0979 20.3855 0.391 -0.291 -0.279
H 3.0074 -13.3689 24.6493 -0.015 -0.719 -0.256
H 2.3451 -10.8406 23.4507 0.099 0.188 0.062
H -1.0075 -14.2930 27.4710 0.287 0.445 0.227
H -1.4785 -15.3070 26.1657 0.281 0.149 -0.653
H 0.0579 -15.6285 26.9558 -0.185 -0.257 0.319
H 2.4059 -11.3069 20.2180 -0.154 0.005 -0.352
H 1.1418 -13.4209 27.4540 -0.107 -0.446 0.313
H 4.0353 -13.2603 22.6429 -0.324 -0.349 -0.274
H 1.9854 -14.4800 26.2233 0.850 0.281 0.606
```
Positions in Å, forces in eV/Å.

As for the molecular weight: 437.95 g mol⁻¹. Its charge is -3. The calculated total energy comes out at -1917.33314 Eh. The value obtained for the energy above the lowest of the compared OMol25 structures with the same formula, charge and spin is 659.6 kJ/mol. As for the HOMO energy: 0.119 hartree. The value obtained for the frontier orbital gap is 2.2 eV.

The ion C3H8N2O2 with charge +1, computed with ωB97M-V with the def2-TZVPD basis set.

```
15
Properties=species:S:1:pos:R:3:forces:R:3
O -0.7059 -2.6457 -0.2735 -0.776 1.302 -0.225
O 0.7617 1.8047 -1.5686 0.082 -0.624 -0.104
N -0.1266 0.2385 -0.2561 -0.798 -1.103 0.323
N 1.2055 1.9062 0.6889 0.266 0.186 -0.851
C -0.3263 -0.6021 0.9594 -0.805 1.483 -1.624
C -1.3410 -1.6677 0.5679 1.243 -1.998 1.487
C 0.6354 1.3680 -0.4277 0.206 1.187 0.811
H -0.7389 0.0490 1.7399 0.272 0.027 0.085
H -0.6007 -0.1174 -1.0914 0.241 0.274 -0.176
H -0.3136 -3.2403 0.3613 0.370 -0.672 -0.181
H 1.8034 2.6894 0.4386 -0.110 -0.075 0.216
H -2.3021 -1.3045 0.2151 0.215 0.217 -0.560
H 0.6516 2.0742 1.5114 -0.078 -0.259 0.232
H -1.5599 -2.2220 1.4885 -0.377 0.501 0.152
H 0.6819 -0.9237 1.2049 0.049 -0.446 0.414
```
Positions in Å, forces in eV/Å.

As for the molecular weight: 104.11 g mol⁻¹. The spin multiplicity is 2. Its charge is +1. The calculated total energy comes out at -378.76928 Eh. As for the expectation value of S²: 0.782. The value obtained for the energy above the lowest of the compared OMol25 structures with the same formula, charge and spin is 119.2 kJ/mol. As for the HOMO energy (spin up / spin down): -0.567 / -0.566 hartree. The value obtained for the frontier orbital gap (spin up / spin down) is 12.1 / 6.4 eV.